No. 1
Density functional theory data (ωB97M-V/def2-TZVPD) for a structure of composition C40H49Br3N6O15 in a non-equilibrium geometry.

Summary:
Orbital gap: 0.28448 Eh
Total energy: -10732.83601 Eh
E_HOMO: -7.9505 eV

Each line ends with the Löwdin charge.
Atoms and positions in Å:
C (-2.2464, 3.1306, 4.9231)  -1.525
Br (-2.2653, 2.2609, 6.6906)  0.574
Br (-1.6926, 1.7455, 3.6719)  0.721
Br (-1.1719, 4.7222, 4.9678)  0.639
H (-3.2289, 3.4740, 4.6238)  -0.027
C (-2.6149, -3.0506, 3.4560)  -0.024
C (-1.5549, -3.5584, 4.1826)  0.008
C (-1.2357, -2.9058, 5.3783)  -0.307
C (-1.8351, -1.7474, 5.8420)  -0.015
C (-2.9358, -1.3089, 5.0808)  -0.060
C (-3.3135, -1.9171, 3.9102)  -0.346
O (-4.4522, -1.5409, 3.2602)  0.047
O (-0.1139, -3.3268, 6.0782)  0.016
H (-2.9809, -3.5977, 2.5978)  0.103
H (-0.9541, -4.3919, 3.8524)  0.124
H (-1.6428, -1.3760, 6.8365)  0.116
H (-3.5499, -0.6066, 5.6344)  0.102
H (-4.9202, -0.7776, 3.6025)  0.106
H (0.4027, -2.6647, 6.5377)  0.081
C (2.5464, 4.2232, -3.7566)  -0.005
C (1.4625, 3.5118, -4.2761)  -0.022
C (1.4067, 3.1520, -5.6229)  -0.328
C (2.3429, 3.7566, -6.4627)  -0.019
C (3.5037, 4.3584, -5.9884)  -0.023
C (3.5812, 4.5777, -4.6126)  -0.322
O (4.7429, 5.1268, -4.1194)  0.033
O (0.3124, 2.5055, -6.1119)  0.049
H (2.5532, 4.5973, -2.7434)  0.109
H (0.6444, 3.1293, -3.6741)  0.100
H (2.3065, 3.6165, -7.5374)  0.115
H (4.1879, 4.7697, -6.7166)  0.113
H (5.3676, 5.3316, -4.8171)  0.094
H (-0.2143, 2.3334, -5.3204)  0.093
C (1.9994, 2.5787, 5.7154)  -0.029
C (2.0124, 2.1898, 4.3693)  -0.042
C (1.8205, 0.8976, 3.9947)  -0.336
C (1.4034, -0.0565, 4.9447)  -0.007
C (1.2377, 0.2940, 6.2591)  -0.019
C (1.6194, 1.5986, 6.6350)  -0.333
O (1.5564, 1.8556, 7.9742)  0.031
O (1.8101, 0.5043, 2.6697)  0.006
H (2.5651, 3.4412, 6.0429)  0.116
H (2.4684, 2.8917, 3.6797)  0.122
H (1.1326, -1.0691, 4.6687)  0.116
H (0.7270, -0.2980, 7.0058)  0.106
H (2.0706, 2.6563, 8.1312)  0.104
H (0.8837, 0.2939, 2.5136)  0.031
C (0.2544, -1.4979, 0.0744)  0.016
C (0.7248, -1.1077, -1.1994)  -0.029
C (0.3193, 0.0963, -1.7449)  -0.354
C (-0.3842, 0.9648, -0.9339)  0.000
C (-0.6022, 0.7128, 0.4052)  -0.007
C (-0.3481, -0.5620, 0.9138)  -0.321
O (-0.6562, -0.8576, 2.2219)  -0.039
O (0.5658, 0.3990, -3.0470)  0.028
H (0.4980, -2.5215, 0.3184)  0.104
H (1.3209, -1.8564, -1.7016)  0.098
H (-0.6485, 1.9491, -1.3038)  0.107
H (-1.0571, 1.5569, 0.9068)  0.071
H (-1.5051, -1.3175, 2.2994)  0.087
H (1.5053, 0.2700, -3.2515)  0.092
C (-2.5949, -5.2719, -1.9840)  -0.028
C (-1.8474, -5.7922, -3.0537)  0.002
C (-0.4722, -5.8451, -2.8982)  -0.327
C (0.1448, -5.4190, -1.7393)  -0.029
C (-0.6134, -5.0615, -0.6197)  -0.012
C (-1.9852, -4.9326, -0.7841)  -0.346
O (-2.7360, -4.5078, 0.2681)  0.033
O (0.2145, -6.4512, -3.9514)  0.015
H (-3.6746, -5.2424, -2.0421)  0.124
H (-2.3503, -6.1229, -3.9489)  0.127
H (1.2228, -5.4363, -1.6376)  0.117
H (-0.1423, -4.6645, 0.2682)  0.106
H (-3.6138, -4.8780, 0.3778)  0.111
H (0.9844, -6.9615, -3.6876)  0.100
C (-3.4584, 5.0581, -0.5760)  -0.013
C (-2.1669, 4.9299, -1.0697)  -0.018
C (-1.0874, 4.6423, -0.2572)  -0.332
C (-1.3578, 4.5144, 1.1142)  -0.037
C (-2.6460, 4.5688, 1.6002)  -0.052
C (-3.7358, 4.8155, 0.7652)  -0.326
O (-4.9910, 4.9695, 1.2472)  0.057
O (0.1229, 4.4587, -0.8662)  0.030
H (-4.3390, 5.2639, -1.1750)  0.115
H (-1.8773, 4.9087, -2.1153)  0.122
H (-0.7172, 4.1486, 1.9115)  0.079
H (-2.7601, 4.5178, 2.6727)  0.046
H (-5.6212, 4.9602, 0.5202)  0.103
H (0.8816, 4.5067, -0.2785)  0.113
C (-2.9984, -2.1499, -3.7941)  -0.667
O (-3.5983, -3.1139, -4.2743)  0.012
N (-3.2044, -0.8937, -4.2828)  0.149
N (-1.9642, -2.2102, -2.9201)  0.194
H (-3.7384, -0.7392, -5.1146)  0.103
H (-2.8590, -0.1682, -3.6793)  0.090
H (-1.7221, -3.1723, -2.7314)  0.070
H (-1.3241, -1.4569, -2.7545)  0.066
C (4.6095, -0.9371, -0.2797)  -0.685
O (5.6190, -1.6417, -0.3019)  0.003
N (4.4006, 0.1278, -1.1127)  0.147
N (3.6786, -1.0042, 0.7015)  0.166
H (4.8544, 0.0225, -2.0033)  0.091
H (3.8152, 0.8993, -0.8657)  0.092
H (3.6867, -1.7935, 1.3193)  0.110
H (2.8943, -0.3983, 0.5486)  0.063
C (2.9807, -2.3239, -4.0866)  -0.649
O (3.1670, -1.2326, -3.5477)  0.013
N (3.9907, -2.9997, -4.7303)  0.153
N (1.8353, -3.0287, -4.1080)  0.176
H (3.8347, -3.9145, -5.0975)  0.091
H (4.8944, -2.5866, -4.5688)  0.109
H (1.6200, -3.8247, -4.6788)  0.101
H (1.0135, -2.6951, -3.6275)  0.082

---

No. 2
Density functional theory data (ωB97M-V/def2-TZVPD) for a structure of composition C40H49Cl56IN2O6 in a non-equilibrium geometry.

Summary:
Orbital gap: 0.31200 Eh
Total energy: -28182.59272 Eh
E_HOMO: -8.7050 eV

Each line ends with the Löwdin charge.
Atoms and positions in Å:
C (6.1390, -2.5103, 0.5165)  -0.101
C (6.1393, -1.2342, -0.3647)  -0.392
C (5.9584, 0.0502, 0.4705)  -0.212
C (4.6293, 0.0610, 1.2524)  -0.193
C (3.6646, 1.1555, 0.7476)  -0.173
C (2.3209, 0.5759, 0.2902)  -0.181
C (1.4943, 0.1163, 1.4915)  -0.137
C (-0.0041, -0.0458, 1.2079)  -0.397
C (-0.6760, -0.7300, 2.4237)  -0.129
C (-2.1868, -0.8805, 2.2827)  -0.144
C (-2.8937, -0.7838, 3.6637)  -0.061
C (-2.2313, -1.6126, 4.7303)  -0.521
O (-1.2498, -1.3281, 5.2458)  0.127
O (-2.8902, -2.7506, 5.1220)  -0.015
C (-2.2338, -3.9466, 4.7114)  -0.204
C (-1.0669, -4.3934, 5.6231)  -0.044
C (-0.5861, 1.4365, 1.2248)  0.007
C (-1.1353, 1.7978, -0.1481)  -0.503
O (-0.4075, 2.3050, -0.9044)  0.124
N (-2.4810, 1.5552, -0.5028)  -0.155
C (-2.7494, 2.1916, -1.7964)  -0.108
C (-3.3556, 2.2426, 0.5120)  -0.052
O (-0.3693, -0.5740, -0.0482)  -0.064
C (0.1497, -1.8166, -0.4522)  -0.331
C (0.4302, -1.6701, -2.0040)  -0.220
N (0.9236, -0.2926, -2.2274)  -0.058
C (2.1433, -0.2974, -3.0118)  -0.200
C (1.9841, -0.8671, -4.4450)  -0.140
O (3.1877, -1.3827, -5.0569)  -0.134
C (3.6906, -2.4318, -4.4036)  -0.439
O (3.8960, -3.4340, -4.9212)  0.108
C (-0.8374, -2.9991, -0.2590)  -0.575
I (-0.5400, -4.6123, -1.7203)  0.938
C (-0.8077, -3.7034, 1.1017)  -0.333
C (0.5885, -4.0542, 1.6353)  -0.098
H (5.9117, -2.2820, 1.5552)  0.068
H (7.1200, -2.9768, 0.4798)  0.031
H (5.3956, -3.2164, 0.1526)  0.068
H (7.0790, -1.1448, -0.9127)  -0.185
H (5.3079, -1.2992, -1.0695)  0.082
H (6.8115, 0.1311, 1.1437)  0.104
H (6.0215, 0.8880, -0.2266)  0.101
H (4.9014, 0.2442, 2.2920)  0.107
H (4.1575, -0.9219, 1.2309)  0.094
H (4.1506, 1.6980, -0.0581)  0.101
H (3.4489, 1.7999, 1.6008)  0.105
H (1.7983, 1.2627, -0.3713)  0.103
H (2.5360, -0.3147, -0.3082)  0.089
H (1.8800, -0.8571, 1.8164)  0.107
H (1.6079, 0.8012, 2.3301)  0.100
H (-0.1502, -1.6399, 2.7088)  0.105
H (-0.5121, -0.0317, 3.2442)  0.090
H (-2.5163, -1.8177, 1.8331)  0.096
H (-2.6405, -0.0914, 1.6891)  0.083
H (-3.9401, -1.0680, 3.5730)  0.121
H (-2.8904, 0.2483, 4.0145)  0.127
H (-2.9877, -4.7276, 4.7587)  0.118
H (-1.8913, -3.9289, 3.6762)  0.093
H (-0.7117, -3.6101, 6.2806)  0.068
H (-1.3220, -5.3127, 6.1411)  0.070
H (-0.2253, -4.6458, 4.9729)  0.059
H (-1.2917, 1.5801, 2.0395)  0.108
H (0.2235, 2.1352, 1.3998)  0.129
H (-2.5434, 3.2633, -1.7755)  0.097
H (-2.1992, 1.7176, -2.6016)  0.079
H (-3.8036, 2.0937, -2.0574)  0.078
H (-4.0252, 2.9016, -0.0275)  0.019
H (-3.9167, 1.4781, 1.0462)  0.073
H (-2.7804, 2.8740, 1.1863)  0.095
H (1.1177, -2.1182, -0.0505)  0.137
H (1.2522, -2.3010, -2.3199)  0.077
H (-0.4822, -1.7741, -2.5881)  0.080
H (0.2083, 0.3032, -2.6142)  0.109
H (2.9273, -0.7669, -2.4186)  0.092
H (2.4501, 0.7436, -3.1303)  0.128
H (1.6783, -0.0285, -5.0658)  0.116
H (1.1916, -1.6131, -4.5345)  0.127
H (3.9775, -2.3340, -3.3474)  0.133
H (-1.8344, -2.6065, -0.4872)  -0.011
H (-1.3568, -3.1952, 1.8883)  0.049
H (-1.3220, -4.6572, 0.9623)  0.068
H (1.1302, -3.1220, 1.8171)  0.055
H (1.1824, -4.6580, 0.9567)  0.031
H (0.4637, -4.5146, 2.6133)  0.067
C (-7.1863, 4.5442, 0.8745)  -2.006
Cl (-8.8605, 4.6210, 0.3006)  0.475
Cl (-6.8896, 5.8764, 1.9937)  0.548
Cl (-6.9108, 3.0018, 1.7051)  0.516
Cl (-6.0779, 4.6654, -0.4955)  0.531
C (-11.6396, 1.5678, 2.0230)  -2.047
Cl (-11.7471, -0.0388, 2.7533)  0.524
Cl (-9.9413, 2.0089, 1.8077)  0.470
Cl (-12.4472, 1.5555, 0.4501)  0.523
Cl (-12.4237, 2.7490, 3.0785)  0.526
C (2.8861, -1.1191, -8.7900)  -2.015
Cl (4.1546, 0.1060, -8.7562)  0.487
Cl (2.8144, -1.8605, -10.3980)  0.528
Cl (3.2978, -2.3122, -7.5632)  0.631
Cl (1.3179, -0.3874, -8.4001)  0.528
C (-4.8062, -1.9701, -1.8718)  -1.996
Cl (-5.1986, -3.0626, -0.5402)  0.521
Cl (-3.2838, -1.1490, -1.5083)  0.649
Cl (-4.6299, -2.8776, -3.3871)  0.515
Cl (-6.0994, -0.7767, -2.0422)  0.539
C (-7.6686, 7.9494, -2.7991)  -2.028
Cl (-8.4570, 6.8278, -1.6786)  0.472
Cl (-7.6631, 9.5678, -2.0952)  0.505
Cl (-6.0044, 7.4236, -3.0871)  0.521
Cl (-8.5518, 7.9724, -4.3303)  0.533
C (1.3839, 0.6169, 6.6177)  -2.015
Cl (1.1262, -0.5788, 7.9003)  0.507
Cl (2.7873, 1.6240, 6.9924)  0.514
Cl (1.6680, -0.2227, 5.0907)  0.578
Cl (-0.0502, 1.6401, 6.4686)  0.530
C (-3.6869, -7.3447, -1.9155)  -2.039
Cl (-4.9918, -8.5316, -2.0303)  0.533
Cl (-4.3376, -5.7189, -2.1456)  0.455
Cl (-2.9336, -7.4500, -0.3152)  0.493
Cl (-2.4763, -7.6785, -3.1627)  0.505
C (2.5607, -7.9299, -0.0727)  -2.051
Cl (2.8960, -7.0537, 1.4270)  0.528
Cl (3.1603, -9.5869, 0.0697)  0.526
Cl (0.8183, -7.9552, -0.3680)  0.478
Cl (3.3713, -7.1217, -1.4192)  0.520
C (8.2281, -0.6036, -8.2660)  -2.034
Cl (9.0927, -1.5476, -9.4913)  0.514
Cl (9.2034, -0.5253, -6.7981)  0.520
Cl (7.9219, 1.0286, -8.8752)  0.504
Cl (6.6909, -1.3819, -7.8940)  0.499
C (-10.1310, 11.5218, 0.4364)  -2.057
Cl (-11.5633, 11.9131, 1.3953)  0.525
Cl (-10.0145, 9.7720, 0.2312)  0.493
Cl (-10.2547, 12.2919, -1.1504)  0.518
Cl (-8.6858, 12.1132, 1.2659)  0.521
C (1.2746, 2.4996, 10.7440)  -2.035
Cl (1.8685, 3.9020, 9.8479)  0.491
Cl (2.2434, 1.0799, 10.3349)  0.492
Cl (1.3943, 2.8183, 12.4801)  0.526
Cl (-0.4142, 2.1999, 10.3157)  0.521
C (8.7930, -2.4681, -2.1234)  -1.950
Cl (9.3758, -3.8835, -1.2395)  0.556
Cl (9.9257, -2.0737, -3.4145)  0.539
Cl (7.1989, -2.8227, -2.8102)  0.605
Cl (8.6709, -1.0965, -1.0221)  0.706
C (6.8106, 1.0159, -13.2175)  -2.048
Cl (8.0497, 1.8374, -14.1749)  0.523
Cl (5.7707, 2.2184, -12.4420)  0.517
Cl (5.8345, -0.0121, -14.2742)  0.522
Cl (7.5833, 0.0254, -11.9774)  0.483
C (1.3586, 8.1039, 9.3324)  -2.058
Cl (2.6149, 7.0879, 8.6133)  0.504
Cl (1.9127, 9.7813, 9.3761)  0.524
Cl (-0.1137, 7.9935, 8.3609)  0.521
Cl (1.0235, 7.5492, 10.9760)  0.517